[1]
Here is a molecular structure, C59H34I6N7NbO2 from the Open Molecules 2025 dataset. Energies are from ωB97M-V/def2-TZVPD.

Geometry (Å):
Nb 0.182 0.073 0.323
I -3.579 8.024 2.066
C -2.624 6.214 2.417
C -3.368 5.029 2.547
C -2.742 3.819 2.626
C -1.332 3.722 2.630
C -0.604 4.908 2.497
C -1.242 6.134 2.412
C -0.687 2.414 2.531
C -1.347 1.231 2.715
C -2.420 0.960 3.640
C -2.564 -0.393 3.633
C -1.688 -0.917 2.642
C -1.694 -2.324 2.238
C -2.496 -3.323 3.025
C -1.861 -4.205 3.901
C -2.607 -5.174 4.557
C -3.978 -5.259 4.359
I -5.071 -6.732 5.343
C -4.611 -4.370 3.480
C -3.860 -3.412 2.825
C -1.036 -2.738 1.163
N -0.199 -1.952 0.356
C 0.223 -2.735 -0.603
C 1.329 -2.498 -1.550
C 1.336 -3.330 -2.804
C 0.236 -3.204 -3.647
C 0.205 -3.870 -4.871
C 1.270 -4.685 -5.230
I 1.190 -5.709 -7.032
C 2.366 -4.819 -4.386
C 2.402 -4.146 -3.180
C 2.302 -1.701 -1.141
C 3.656 -1.586 -1.672
C 4.281 -0.685 -0.910
C 3.316 -0.173 0.028
N 2.155 -0.781 -0.086
C 3.652 0.914 0.969
C 2.716 1.554 1.669
C 2.937 2.580 2.668
C 1.737 2.996 3.066
C 0.767 2.268 2.304
N 1.320 1.371 1.530
C 5.069 1.380 1.109
C 6.011 0.645 1.823
C 7.278 1.171 2.055
C 7.586 2.437 1.574
I 9.449 3.277 1.980
C 6.672 3.167 0.833
C 5.412 2.642 0.622
C -0.394 -4.049 -0.527
C -1.133 -4.072 0.583
N -0.909 0.055 2.132
H -4.449 5.076 2.554
H -3.353 2.922 2.593
H 0.466 4.882 2.388
H -0.651 7.027 2.293
H -2.861 1.671 4.323
H -3.203 -0.945 4.277
H -0.793 -4.131 4.054
H -2.108 -5.883 5.194
H -5.666 -4.433 3.273
H -4.345 -2.713 2.146
H -0.585 -2.559 -3.346
H -0.670 -3.789 -5.508
H 3.180 -5.476 -4.668
H 3.209 -4.302 -2.503
H 4.044 -2.146 -2.494
H 5.315 -0.385 -0.969
H 3.905 2.876 2.990
H 1.506 3.676 3.846
H 5.740 -0.331 2.208
H 7.993 0.622 2.641
H 6.912 4.158 0.469
H 4.682 3.206 0.054
H -0.271 -4.820 -1.259
H -1.693 -4.881 1.006
I -0.288 4.874 -0.964
C -1.957 3.724 -0.687
C -3.276 4.154 -0.737
C -4.331 3.238 -0.505
I -6.218 4.001 -0.488
C -4.088 1.811 -0.326
C -5.120 0.847 -0.280
C -4.785 -0.483 -0.229
C -3.426 -0.823 -0.267
N -2.454 0.061 -0.262
C -2.765 1.351 -0.270
C -1.680 2.328 -0.358
O -0.461 2.033 -0.163
H -3.527 5.176 -0.929
H -6.147 1.155 -0.315
H -5.553 -1.238 -0.231
H -3.105 -1.848 -0.336
N 2.830 -1.327 -5.316
C 1.949 -0.375 -5.815
O 1.987 0.052 -6.942
C 0.922 0.100 -4.849
C -0.262 0.616 -5.359
C -1.263 0.943 -4.477
C -1.015 0.777 -3.126
N 0.135 0.364 -2.627
C 1.098 0.042 -3.483
H 3.393 -1.771 -6.022
H 2.422 -2.009 -4.687
H -0.382 0.706 -6.434
H -2.210 1.337 -4.830
H -1.783 0.993 -2.392
H 2.050 -0.273 -3.088

Results
Total charge ... +2



[2]
Here is a molecular structure, C3H6BaO3 from the Open Molecules 2025 dataset. Energies are from ωB97M-V/def2-TZVPD.

Geometry (Å):
C 0.044 -1.407 -0.728
C -0.198 -0.084 -0.856
O -0.716 0.570 0.295
C -1.655 1.500 0.189
O -1.884 1.768 1.470
Ba -0.717 0.312 2.955
H 0.524 -1.891 -1.578
H -0.593 -2.064 -0.134
H -0.473 0.432 -1.773
H -2.476 2.519 1.628
H 2.327 -0.064 -1.148
O 2.777 -0.338 -0.222
H 3.039 -1.255 -0.097

Results
Total charge ... +2
Relative energy (zero: lowest compared OMol25 entry of this formula, charge and spin) ... 258.6 kJ/mol



[3]
Here is C7H7N3S2 in the gas phase from the Open Molecules 2025 dataset. Energies are from ωB97M-V/def2-TZVPD.

Geometry (Å):
C 2.319 -1.019 1.253
C 2.042 0.033 0.194
C 3.062 0.614 -0.671
N 2.645 1.584 -1.460
S 0.993 1.903 -1.259
C 0.837 0.588 -0.114
N -0.298 0.183 0.499
C -1.565 0.233 -0.031
N -2.426 -0.566 0.546
C -3.647 -0.546 -0.134
C -3.780 0.395 -1.096
S -2.250 1.236 -1.309
H 2.477 -2.007 0.840
H 1.510 -1.049 1.991
H 3.251 -0.688 1.763
H 4.103 0.311 -0.598
H -0.192 -0.591 1.146
H -4.422 -1.242 0.127
H -4.659 0.627 -1.687

Results
SMILES ... Cc1cnsc1Nc1nccs1
Relative energy (zero: lowest compared OMol25 entry of this formula, charge and spin) ... 29.0 kJ/mol



[4]
Here is 2 unconnected molecules or ions with the total composition HN2O4S from the Open Molecules 2025 dataset. Energies are from ωB97M-V/def2-TZVPD.

Geometry (Å):
N -0.284 0.322 0.531
N -1.293 -0.015 -0.191
O 2.040 -0.546 1.245
O -2.123 0.761 -0.607
O -1.295 -1.223 -0.337
O 1.586 -0.176 -1.189
S 1.267 -0.852 0.083
H 0.102 1.727 0.465

Results
Total charge ... -1
Relative energy (zero: lowest compared OMol25 entry of this formula, charge and spin) ... 326.5 kJ/mol



[5]
Here is C8H13OP in the gas phase from the Open Molecules 2025 dataset. Energies are from ωB97M-V/def2-TZVPD.

Geometry (Å):
C 2.460 -0.826 -2.990
C 1.659 -0.671 -2.128
C 1.402 -2.082 0.691
C 0.727 -0.575 -1.132
C 0.714 0.732 -0.308
C -1.104 2.292 0.721
C -0.941 -1.329 1.774
C -0.689 1.470 -0.570
O 0.942 0.483 1.150
P 0.851 -0.985 1.934
H 3.241 -0.904 -3.687
H 0.758 -2.891 0.604
H 2.401 -2.312 0.279
H -0.228 -1.072 -1.335
H 1.464 1.485 -0.468
H -1.689 1.833 1.408
H -1.627 3.109 0.300
H -0.129 2.362 1.123
H -1.134 -2.003 0.921
H -1.378 -0.349 1.430
H -1.371 -1.763 2.662
H -0.596 2.283 -1.355
H -1.506 0.789 -0.901

Results
Relative energy (zero: lowest compared OMol25 entry of this formula, charge and spin) ... 396.9 kJ/mol



[6]
Here is a molecular structure, C5H14N2O2 from the Open Molecules 2025 dataset. Energies are from ωB97M-V/def2-TZVPD.

Geometry (Å):
C 0.611 0.198 -0.203
C 1.040 0.556 1.219
C 1.652 -0.725 -0.839
C 0.532 1.510 -1.006
H -0.841 -0.071 -1.218
H 0.303 1.209 1.687
H 2.011 1.062 1.223
H 1.158 -0.327 1.850
H 0.284 1.320 -2.053
H 1.294 -1.117 -1.794
H 2.595 -0.200 -1.012
H 1.895 -1.570 -0.193
H 1.501 2.023 -1.007
H -0.231 2.167 -0.591
C -0.988 -0.898 0.139
N -2.411 0.943 0.364
N -0.678 -2.110 0.730
O -1.778 -0.180 1.014
O -1.438 -0.996 -1.132
H -3.144 0.534 -0.216
H -2.856 1.411 1.150
H -0.453 -2.057 1.712
H -0.061 -2.682 0.177

Results
Relative energy (zero: lowest compared OMol25 entry of this formula, charge and spin) ... 430.8 kJ/mol



[7]
Here is a molecular structure, C12H26CrF6N4O10S2 from the Open Molecules 2025 dataset. Energies are from ωB97M-V/def2-TZVPD.

Geometry (Å):
Cr 7.469 17.292 -20.434
C 5.017 13.975 -20.053
F 3.853 13.527 -19.628
F 5.801 14.212 -19.007
F 5.625 13.077 -20.821
S 4.677 15.587 -20.941
O 3.602 15.386 -21.845
O 4.423 16.469 -19.834
N 6.140 16.085 -21.583
S 6.398 15.491 -23.067
O 7.795 15.652 -23.354
O 5.795 14.228 -23.330
C 5.535 16.659 -24.239
F 4.472 17.247 -23.706
F 6.401 17.622 -24.611
F 5.192 15.989 -25.314
N 8.829 19.891 -18.734
O 7.931 20.703 -19.016
O 9.018 18.886 -19.508
O 9.477 19.979 -17.698
C 5.292 20.926 -21.379
C 5.875 19.530 -21.526
C 7.142 19.621 -22.345
O 7.994 18.494 -22.253
C 9.053 18.559 -23.177
N 6.149 18.901 -20.183
H 4.980 21.195 -22.399
H 6.011 21.668 -21.035
H 4.394 21.007 -20.770
H 5.121 18.909 -22.011
H 7.688 20.522 -22.027
H 6.875 19.791 -23.393
H 8.738 18.791 -24.190
H 9.640 17.655 -23.059
H 9.746 19.356 -22.850
H 6.784 19.624 -19.776
H 5.333 19.009 -19.587
C 12.053 14.018 -22.450
O 11.387 15.179 -22.062
C 11.632 15.608 -20.758
C 10.522 16.586 -20.386
N 9.170 15.957 -20.618
C 8.816 15.024 -19.522
C 8.385 15.680 -18.248
O 7.238 16.473 -18.514
C 6.595 17.044 -17.409
H 12.063 13.310 -21.611
H 13.057 14.221 -22.826
H 11.502 13.504 -23.238
H 12.600 16.127 -20.697
H 11.686 14.803 -20.008
H 10.544 17.423 -21.087
H 10.689 17.067 -19.425
H 9.400 15.468 -21.489
H 9.604 14.265 -19.388
H 8.081 14.323 -19.939
H 9.210 16.303 -17.870
H 8.180 14.935 -17.475
H 6.296 16.305 -16.652
H 5.669 17.531 -17.687
H 7.288 17.723 -16.896

Results
Spin multiplicity ... 5
Relative energy (zero: lowest compared OMol25 entry of this formula, charge and spin) ... 0.0 kJ/mol
⟨S²⟩ ... 6.01



[8]
Here is C22H25N3OS2 in the gas phase from the Open Molecules 2025 dataset. Energies are from ωB97M-V/def2-TZVPD.

Geometry (Å):
C 2.281 -0.117 3.063
C 1.663 -0.463 1.710
N 1.488 0.735 0.912
C 0.551 1.676 1.168
O -0.169 1.681 2.152
C 0.476 2.758 0.171
C -0.484 3.730 0.127
C -0.286 4.656 -0.914
C 0.826 4.384 -1.647
S 1.648 2.989 -1.087
C 0.298 -1.172 1.901
C 0.451 -2.551 2.465
C -0.435 -3.205 3.265
C -0.041 -4.526 3.579
C 1.141 -4.864 3.009
S 1.797 -3.578 2.074
N -0.445 -1.118 0.654
C -0.097 -2.093 -0.359
C -1.042 -1.896 -1.557
N -1.497 -0.535 -1.656
C -0.869 0.400 -2.448
C -1.502 1.619 -2.723
C -0.937 2.536 -3.586
C 0.273 2.272 -4.206
C 0.917 1.079 -3.933
C 0.364 0.157 -3.066
C -2.302 -0.133 -0.520
C -1.870 -0.913 0.738
H 2.391 -1.013 3.668
H 3.259 0.337 2.924
H 1.637 0.587 3.584
H 2.339 -1.123 1.158
H 1.948 0.768 0.016
H -1.297 3.765 0.829
H -0.938 5.489 -1.108
H 1.218 4.918 -2.489
H -0.268 -0.573 2.622
H -1.341 -2.753 3.627
H -0.614 -5.187 4.204
H 1.679 -5.788 3.076
H -0.187 -3.133 0.000
H 0.944 -1.925 -0.652
H -0.566 -2.202 -2.488
H -1.932 -2.522 -1.423
H -2.460 1.837 -2.278
H -1.456 3.462 -3.786
H 0.708 2.986 -4.889
H 1.870 0.862 -4.395
H 0.905 -0.755 -2.865
H -2.148 0.931 -0.337
H -3.369 -0.309 -0.720
H -2.425 -1.864 0.821
H -2.095 -0.309 1.617

Results
SMILES ... C[C@H](NC(=O)c1cccs1)[C@H](c1cccs1)N1CCN(c2ccccc2)CC1
Relative energy (zero: lowest compared OMol25 entry of this formula, charge and spin) ... 160.4 kJ/mol



[9]
Here is a molecular structure, C17H28EuN6O6Se from the Open Molecules 2025 dataset. Energies are from ωB97M-V/def2-TZVPD.

Geometry (Å):
O -0.588 -0.473 -5.131
H -0.093 -0.036 -5.842
Eu -0.121 -0.218 -2.096
N -0.272 2.060 -0.963
N 1.259 1.672 -2.829
N -2.128 -1.331 -0.917
N -1.042 -2.312 -3.003
O -1.277 2.155 -0.155
O -2.705 -0.849 0.289
O -0.380 -2.850 -4.120
O 2.128 0.796 -3.191
C 1.652 2.722 -2.036
C 0.761 2.960 -0.960
C -2.319 -2.646 -1.075
C -1.686 -3.203 -2.247
C 1.062 3.936 0.133
H 1.625 3.451 0.949
H 0.151 4.376 0.563
H 1.694 4.754 -0.245
C 2.891 3.468 -2.352
H 2.888 3.757 -3.412
H 3.776 2.841 -2.183
H 2.995 4.373 -1.747
C -3.026 -3.506 -0.081
C -1.706 -4.664 -2.538
H -3.663 -2.903 0.570
H -2.305 -4.054 0.546
H -3.643 -4.250 -0.603
H -1.120 -4.847 -3.441
H -2.735 -5.018 -2.684
H -1.264 -5.222 -1.700
H -2.629 0.126 0.252
H -0.378 -2.057 -4.735
C -1.318 0.544 -4.350
H -0.629 1.317 -3.943
H -1.953 0.037 -3.602
H -2.033 1.078 -4.995
O -3.943 2.904 -1.277
H -4.405 2.054 -1.242
H -3.022 2.707 -0.997
C -0.726 0.015 2.808
N 0.716 -0.069 2.955
C 1.571 -0.542 1.978
Se 1.146 -1.395 0.408
N 2.821 -0.490 2.560
C 2.736 -0.154 3.915
C 3.645 -0.356 4.949
C 3.175 -0.186 6.266
C 1.824 0.115 6.517
C 0.907 0.244 5.461
C 1.401 0.126 4.164
H -1.135 0.244 3.796
H -1.120 -0.942 2.442
H -0.990 0.808 2.094
H 3.667 -0.807 2.091
H 4.666 -0.636 4.711
H 3.856 -0.292 7.108
H 1.494 0.241 7.548
H -0.152 0.428 5.618

Results
Spin multiplicity ... 7
Total charge ... +1
⟨S²⟩ ... 12.11



[10]
Here is a molecular structure, C19H55Ag2N8O7 from the Open Molecules 2025 dataset. Energies are from ωB97M-V/def2-TZVPD.

Geometry (Å):
Ag -7.330 2.384 -0.005
Ag -5.198 0.263 4.320
C -1.861 1.889 0.686
O -3.178 1.879 1.107
H -1.290 1.042 1.066
H -1.807 1.877 -0.403
H -1.309 2.773 1.005
C 4.417 -2.916 0.589
C 4.904 -4.008 -0.429
C 5.901 -4.975 0.273
O 6.167 -5.980 -0.767
C 7.340 -6.791 -0.755
N 3.837 -4.706 -1.085
H 5.285 -2.341 0.912
H 3.954 -3.429 1.432
H 3.690 -2.257 0.114
H 5.428 -3.458 -1.210
H 5.428 -5.351 1.181
H 6.763 -4.400 0.614
H 8.271 -6.225 -0.758
H 7.357 -7.539 -1.547
H 7.313 -7.378 0.163
H 3.366 -4.089 -1.731
H 4.307 -5.401 -1.647
C -2.668 -4.375 -8.713
C -1.509 -3.828 -7.840
C -1.643 -4.130 -6.356
O -0.606 -3.431 -5.702
C -0.993 -2.578 -4.623
N -0.262 -4.339 -8.378
H -2.676 -4.101 -9.768
H -3.669 -4.313 -8.287
H -2.562 -5.459 -8.774
H -1.397 -2.750 -7.959
H -1.668 -5.188 -6.094
H -2.600 -3.737 -6.011
H -0.090 -1.967 -4.630
H -1.136 -3.028 -3.640
H -1.882 -1.972 -4.802
H 0.431 -4.084 -7.688
H -0.281 -5.326 -8.166
C 2.308 7.490 -0.762
C 3.418 8.259 -1.471
C 4.670 8.757 -0.530
O 4.236 9.630 0.493
C 5.084 9.728 1.650
N 3.977 7.365 -2.395
H 1.659 6.972 -1.468
H 1.496 8.100 -0.366
H 2.677 6.900 0.077
H 3.013 9.054 -2.096
H 5.546 9.156 -1.042
H 5.095 7.866 -0.068
H 4.920 8.864 2.293
H 4.824 10.641 2.187
H 6.158 9.714 1.464
H 4.899 7.637 -2.703
H 3.876 6.390 -2.151
C -0.422 -0.877 7.028
C -1.190 -2.173 7.260
C -0.618 -3.033 8.483
O -1.220 -4.301 8.828
C -0.898 -5.321 7.908
N -2.586 -1.895 7.496
H -0.413 -0.249 7.919
H -0.835 -0.424 6.126
H 0.651 -0.982 6.871
H -1.187 -2.871 6.422
H -0.728 -2.374 9.344
H 0.434 -3.263 8.311
H 0.035 -5.289 7.345
H -1.620 -5.284 7.092
H -1.145 -6.227 8.462
H -2.864 -1.694 8.446
H -3.096 -2.755 7.353
C -6.337 7.274 1.109
O -7.319 6.617 0.844
N -6.391 8.490 1.441
N -5.114 6.753 1.267
H -5.459 8.642 1.800
H -7.268 8.894 1.738
H -4.233 7.111 1.606
H -4.957 5.755 1.247
C -6.447 -1.956 -2.628
O -6.894 -0.870 -2.786
N -6.761 -2.961 -3.375
N -5.576 -2.238 -1.733
H -6.258 -3.810 -3.162
H -7.386 -2.876 -4.164
H -5.053 -1.473 -1.332
H -5.243 -3.122 -1.374

Results
Total charge ... +1
Relative energy (zero: lowest compared OMol25 entry of this formula, charge and spin) ... 997.2 kJ/mol



Number 1: E -126403.6236 eV, largest force on an atom 4.7 eV Å⁻¹. Number 2: E -10024.3633 eV, largest force on an atom 4.3 eV Å⁻¹. Number 3: E -33512.6687 eV, largest force on an atom 2.3 eV Å⁻¹. Number 4: E -22017.9408 eV, largest force on an atom 6.8 eV Å⁻¹. Number 5: E -19837.6588 eV, largest force on an atom 4.2 eV Å⁻¹. Number 6: E -12483.8626 eV, largest force on an atom 4.0 eV Å⁻¹. Number 7: E -105694.1984 eV, largest force on an atom 2.7 eV Å⁻¹. Number 8: E -51408.1738 eV, largest force on an atom 0.7 eV Å⁻¹. Number 9: E -123970.7356 eV, largest force on an atom 3.8 eV Å⁻¹. Number 10: E -54828.7864 eV, largest force on an atom 7.0 eV Å⁻¹.